{"formula": "C18H41N2OP3SW", "method": "ωB97M-V/def2-TZVPD", "homo_ev": [-20.21, -20.44], "total_charge": 4, "max_force_ha_per_bohr": 0.072, "s_squared": 2.0278, "de_lowest_kj_mol": 0.0, "spin_multiplicity": 3, "species": ["W", "S", "P", "P", "P", "O", "N", "N", "C", "C", "C", "C", "C", "C", "C", "C", "C", "C", "C", "C", "C", "C", "C", "C", "C", "C", "H", "H", "H", "H", "H", "H", "H", "H", "H", "H", "H", "H", "H", "H", "H", "H", "H", "H", "H", "H", "H", "H", "H", "H", "H", "H", "H", "H", "H", "H", "H", "H", "H", "H", "H", "H", "H", "H", "H", "H", "H"], "xyz": [[-0.01787, 0.66652, 0.80537], [-1.47888, 1.42109, 2.47997], [-1.37211, -1.52346, 0.52759], [1.69493, -0.55390, 1.87318], [1.25230, 2.78648, 0.57939], [-1.47825, 0.95380, -4.00151], [0.00752, 1.62807, 4.73663], [-1.32465, -0.27160, 4.57796], [2.56379, 2.50789, -0.65493], [-0.32068, -2.07162, -5.57364], [2.65803, 0.37653, 3.09498], [-2.92719, -1.36161, -0.43354], [-1.97826, -2.56358, 1.91089], [-0.93645, 0.92190, 4.09486], [-2.75699, -1.99388, -5.59031], [2.89976, -1.25698, 0.72739], [-0.69936, 1.51435, -0.93988], [-0.28635, -0.72911, -5.18941], [2.08800, 3.54197, 1.98274], [-2.73692, -0.67733, -5.13630], [-1.55933, -2.69230, -5.77377], [-0.05853, 0.16635, -1.17295], [1.14695, -1.95967, 2.90069], [0.39157, 4.26520, -0.05596], [-0.48763, -2.83542, -0.45898], [-1.49587, -0.12105, -4.82112], [0.13986, -2.39647, -1.25032], [0.20189, 1.43072, 5.72089], [-0.12094, 4.08933, -1.00651], [-3.63771, -0.09574, -4.96624], [1.41375, 3.59749, 2.84470], [2.35380, 4.56250, 1.67847], [2.94949, 3.49506, -0.94215], [3.23553, -0.35150, 3.68298], [-3.71503, -2.48303, -5.77726], [1.14992, 5.04388, -0.20556], [-0.33959, 4.60982, 0.68368], [0.61764, -2.59632, -5.73324], [0.82914, -2.80798, 2.28164], [0.64847, -0.17758, -5.05406], [-0.23058, 2.29633, -1.54763], [0.15500, -3.43619, 0.20699], [2.99760, 3.00156, 2.25163], [-2.16563, -0.69818, 4.19470], [-2.99673, -2.90662, 1.66274], [2.00916, 0.94487, 3.77931], [-1.78052, 1.54784, -0.91049], [-2.78956, -0.81818, -1.37660], [-1.07428, -0.54900, 5.52761], [3.65767, -1.79971, 1.31316], [2.21639, 2.00175, -1.56279], [-3.32163, -2.36612, -0.66023], [-0.69826, -0.56240, -1.63510], [3.38098, 1.92145, -0.22074], [-0.63302, 1.37475, -4.10670], [3.39923, -0.46723, 0.15153], [3.36433, 1.04905, 2.59696], [-2.00498, -1.97489, 2.83863], [-1.32660, -3.44117, 2.04151], [0.88742, 0.17944, -1.71740], [-1.57062, -3.73801, -6.09221], [-3.65977, -0.82013, 0.17892], [2.01262, -2.28070, 3.49957], [0.33261, -1.67432, 3.58640], [-1.24559, -3.48656, -0.93180], [0.14628, 2.59992, 4.45830], [2.42478, -1.95636, 0.02734]], "forces_ev_per_a": [[-3.1, 0.4, 1.5], [-0.9, 0.6, 1.1], [0.0, -2.1, -0.3], [2.7, -1.1, 0.7], [0.8, 1.2, -0.5], [-0.9, -1.2, -1.4], [-1.4, 0.1, -0.2], [-0.2, 1.4, -0.2], [0.3, 0.1, -0.1], [1.1, 2.1, 0.3], [0.3, 0.2, 0.2], [-0.1, 0.6, 0.0], [-0.2, 0.2, 0.3], [1.0, -1.4, 0.6], [-1.2, 1.4, 0.4], [0.4, -0.2, -0.2], [2.7, -0.6, -2.5], [1.0, -1.7, -0.3], [0.3, 0.0, 0.3], [-1.0, -1.7, -0.3], [0.1, -1.0, -0.2], [-1.5, 0.6, -1.7], [-0.5, -0.2, 0.0], [-0.4, -0.1, -0.1], [0.2, 0.3, 0.0], [0.1, 1.3, 1.2], [-0.2, -0.3, 0.3], [-0.1, 0.1, -0.2], [0.1, 0.2, 0.3], [0.0, -0.2, 0.0], [0.2, 0.1, -0.2], [0.0, -0.2, 0.2], [0.1, -0.2, 0.0], [-0.1, 0.2, -0.1], [0.3, 0.2, -0.1], [-0.2, -0.1, 0.1], [0.1, 0.0, -0.1], [-0.2, 0.0, -0.1], [0.1, 0.3, 0.2], [-0.2, -0.3, -0.1], [-0.6, -0.1, 0.5], [-0.3, 0.2, -0.3], [-0.1, 0.2, 0.1], [0.3, 0.2, 0.2], [0.4, 0.1, 0.3], [0.4, -0.2, -0.4], [-0.5, 0.0, 0.5], [-0.1, -0.1, 0.2], [-0.1, 0.1, -0.1], [-0.1, 0.1, -0.2], [0.0, 0.1, 0.2], [0.2, 0.3, 0.2], [0.0, -0.3, -0.1], [-0.1, 0.1, -0.1], [1.0, 0.6, 0.2], [-0.1, -0.2, 0.2], [-0.2, -0.2, 0.2], [-0.1, -0.5, -0.4], [-0.3, 0.4, 0.1], [0.3, 0.1, 0.4], [-0.1, 0.3, 0.0], [0.0, -0.1, -0.2], [-0.2, 0.1, -0.2], [0.4, -0.2, -0.3], [0.4, 0.2, 0.4], [0.0, -0.4, 0.1], [0.1, 0.2, 0.2]]}